The following is a quantum chemistry calculation of a 3-piece molecular cluster, C2H10NO2S overall in a non-equilibrium geometry, from the OMol25 dataset.

Its relative energy (zero: lowest compared OMol25 entry of this formula, charge and spin) is 56.5 kcal per mole. As for the charge: -1. The total energy comes out at -18655.5165 eV.

Last column: natural (NBO) charge in e.
Cartesian coordinates (Å):
C 0.58132 0.35680 -0.09662  -0.240
C -0.42204 -0.97063 0.35285  -0.552
S -1.03123 -0.52491 2.05342  -0.709
N 1.79061 0.18136 0.74586  -0.892
H -0.06696 1.20551 0.17567  0.202
H 0.54733 0.19849 -1.27881  0.154
H -0.01174 -2.04142 0.23702  0.167
H -1.27495 -0.95442 -0.40878  0.151
H 2.37082 -0.60519 0.38782  0.323
H 1.29709 -0.19498 1.65937  0.395
H 5.03194 0.55791 -1.06782  0.451
H 5.14959 -0.02092 0.24190  0.457
O 5.03580 0.90079 -0.10707  -0.908
H -6.85752 1.22307 -1.21818  0.470
H -5.63242 0.17002 -0.99154  0.491
O -6.50764 0.51851 -0.68509  -0.961